The following is a quantum chemistry calculation of a molecular structure, C24H43NO2P2V in a non-equilibrium geometry, from the OMol25 dataset.

Calculated values
- gap between HOMO and LUMO (spin up / spin down) (eV) = 4.38 / 3.64
- total energy (eV) = -75411.824

ORCA input file:
```
! wB97M-V def2-TZVPD RIJCOSX def2/J DEFGRID3
* xyz 2 2
V 0.497 -0.292 0.894
C 2.521 -1.099 1.192
C 1.786 -1.129 2.417
C 0.756 -2.575 0.936
C 1.848 -1.952 0.253
C 0.682 -2.032 2.257
C 3.850 -0.447 0.947
H 4.123 0.204 1.784
H 3.854 0.152 0.029
H 4.646 -1.203 0.841
C 2.412 -2.488 -1.046
H 3.324 -1.947 -1.342
H 1.674 -2.466 -1.881
H 2.675 -3.551 -0.884
C 0.169 -3.869 0.481
H 0.983 -4.615 0.435
H -0.266 -3.807 -0.530
H -0.584 -4.259 1.181
C -0.186 -2.549 3.361
H 0.232 -3.495 3.749
H -1.211 -2.756 3.018
H -0.221 -1.826 4.186
C 2.120 -0.401 3.671
H 2.333 -1.097 4.492
H 1.275 0.230 3.972
H 3.001 0.231 3.521
C -0.270 3.320 -1.841
C 0.801 3.584 -1.082
C 0.775 4.267 0.253
C -0.442 3.912 1.145
C -0.848 2.458 1.123
C -1.796 2.061 0.255
C -2.528 2.918 -0.734
C -1.644 3.869 -1.602
H 0.805 5.359 0.083
H -1.294 4.546 0.854
H 1.702 4.009 0.786
H -1.601 4.873 -1.131
H -0.136 2.858 -2.840
H 1.801 3.430 -1.522
H -2.137 3.993 -2.592
H -3.086 2.273 -1.439
H -2.359 1.133 0.387
H -3.301 3.524 -0.214
H -0.175 4.205 2.175
H -0.576 1.875 2.019
P 0.661 -0.308 -1.868
P -1.967 -1.351 0.235
C -1.163 0.178 -2.124
C -2.305 -0.610 -1.437
H -1.270 0.053 -3.208
H -1.225 1.241 -1.883
H -3.218 -0.010 -1.350
H -2.542 -1.465 -2.075
C -2.854 -2.936 0.132
H -2.571 -3.544 1.002
H -2.593 -3.469 -0.789
H -3.944 -2.774 0.150
C -2.916 -0.665 1.658
H -3.987 -0.683 1.421
H -2.617 0.341 1.950
H -2.738 -1.289 2.542
C 1.667 0.406 -3.248
H 2.729 0.374 -2.973
H 1.396 1.441 -3.479
H 1.506 -0.242 -4.120
C 1.335 0.956 -0.652
H 1.752 0.886 0.431
H 0.484 1.633 -0.536
H 2.202 1.425 -1.134
O -1.124 -3.364 -2.647
N -0.705 -3.292 -3.816
O 0.025 -2.357 -4.201
*
```